# 1
133
Properties=species:S:1:pos:R:3:mulliken_charge:R:1 method="wB97M-V/def2-TZVPD" total_charge=-1 de_lowest_kj_mol=270.8 gap_ev=9.1779 homo_ev=-8.0
K -2.66673 -3.85379 -0.32548 1.045
K -3.81049 -1.63047 -2.95976 0.862
N -2.09477 -6.49347 -1.64091 -0.171
S -1.37450 -5.92220 -3.10804 1.078
O -1.34496 -6.89440 -4.22057 -0.603
O -0.23147 -4.97780 -2.99184 -0.450
F -2.65663 -5.02954 -3.48963 -0.220
S -0.93708 -7.42639 -1.40072 0.978
O 0.30511 -6.85159 -0.96085 -0.492
O -0.83563 -8.73119 -2.04143 -0.655
F -1.55708 -7.93067 -0.03417 -0.342
N -1.37463 -1.62565 -1.58839 0.049
S -0.36368 -1.08212 -2.79922 0.606
O 1.01620 -0.92641 -2.46844 -0.352
O -1.01179 -0.18218 -3.72609 -0.593
F -0.38889 -2.46658 -3.56337 -0.277
S -0.96992 -0.57172 -0.58377 0.311
O -1.46077 0.78879 -0.80536 -0.165
O 0.28757 -0.75078 0.13078 -0.223
F -1.99590 -1.26228 0.51345 -0.574
N -5.21962 -2.67923 -0.95646 0.142
S -6.25993 -3.98965 -1.24091 0.970
O -7.68780 -3.73467 -1.52305 -0.546
O -5.97679 -5.21095 -0.47964 -0.558
F -5.63159 -4.32349 -2.72037 -0.277
S -6.02615 -1.83199 -0.07216 0.849
O -6.65440 -2.39579 1.19612 -0.623
O -6.79672 -0.75642 -0.71135 -0.637
F -4.76640 -0.95736 0.43468 -0.284
C 2.02612 2.29591 1.16433 -0.147
C 3.54136 2.19747 1.34931 -0.631
O 3.89600 0.84157 1.24122 0.302
P 5.44424 0.43459 0.94252 0.445
O 6.39666 1.52524 0.68089 -0.805
O 5.71830 -0.53332 2.22001 -0.435
C 4.89399 -1.55222 2.58100 1.181
C 4.43132 -1.34902 4.00994 -1.228
O 5.42024 -0.64220 -0.27582 -0.262
C 4.76656 -0.28261 -1.54035 0.445
C 5.30069 -1.10282 -2.67163 -1.651
H 1.57217 1.81267 2.02949 -0.102
H 1.65412 3.32042 1.15539 0.364
H 1.62419 1.80657 0.27714 -0.195
H 4.04630 2.78068 0.57925 0.443
H 3.75829 2.72934 2.27568 0.237
H 4.04968 -1.68318 1.90417 -0.708
H 5.61055 -2.37289 2.54720 0.362
H 3.86437 -0.42692 4.13797 0.146
H 3.99481 -2.23135 4.47797 0.273
H 5.34071 -1.20335 4.59294 0.433
H 3.68719 -0.41807 -1.47165 -0.068
H 4.94544 0.76199 -1.79515 0.569
H 4.65389 -0.83939 -3.50850 0.348
H 6.35438 -0.85476 -2.79931 0.455
H 5.25179 -2.18490 -2.54989 0.334
C 3.12917 -3.55595 -0.95192 -1.485
C 2.24058 -3.10206 0.13900 1.731
O 2.19436 -4.01493 1.13881 -0.421
P 0.97938 -3.78553 2.21982 0.387
O -0.36008 -3.54976 1.64964 -0.028
O 1.52915 -2.56735 3.17020 -0.018
C 0.81887 -2.00797 4.24055 -0.688
C 0.65547 -0.48312 3.76647 -0.497
O 1.03904 -5.08225 3.16696 -0.369
C 0.66031 -6.33122 2.67928 0.043
C 0.68184 -7.32126 3.87316 -1.367
H 4.13296 -3.64527 -0.53655 0.366
H 2.87589 -4.59935 -1.13971 0.469
H 3.07188 -2.91480 -1.83155 0.073
H 2.56168 -2.19635 0.65349 -0.626
H 1.22915 -2.99898 -0.25404 -0.309
H -0.06974 -2.63794 4.28075 0.477
H 1.40724 -2.09405 5.15407 0.279
H 1.61657 0.01501 3.89393 0.115
H 0.20770 -0.35778 2.78062 -0.110
H -0.05994 0.01748 4.41891 0.502
H -0.36470 -6.27209 2.31329 0.168
H 1.32579 -6.70825 1.90270 0.300
H 1.75023 -7.46231 4.03672 0.326
H 0.22546 -6.81555 4.72409 0.326
H 0.19931 -8.25707 3.59117 0.375
C 1.41626 7.49643 -4.65351 -1.168
C 1.14481 6.90499 -3.26413 -0.263
O 1.29764 5.48239 -3.23709 -0.144
P 0.19885 4.49708 -3.91856 0.596
O -0.06505 5.01157 -5.29115 -0.810
O -1.05098 4.55085 -2.88297 -0.422
C -0.90360 4.01622 -1.54860 0.974
C -0.09992 4.91877 -0.63005 -0.423
O 0.73404 3.03351 -3.73956 -0.024
C 2.02105 2.60758 -3.30555 0.551
C 2.55702 1.58908 -4.33642 -1.075
H 2.02500 8.39873 -4.59518 0.370
H 1.96729 6.85816 -5.34422 0.238
H 0.48773 7.80365 -5.13471 0.315
H 1.87260 7.32282 -2.56854 0.345
H 0.10487 7.15545 -3.05462 0.251
H -1.93950 3.86517 -1.24496 -0.052
H -0.44227 3.03179 -1.62714 -0.295
H 0.95154 4.95462 -0.91505 0.245
H -0.55826 5.88482 -0.84168 0.442
H -0.20831 4.52217 0.37944 -0.527
H 2.69894 3.45673 -3.21884 0.529
H 2.02278 2.15632 -2.31335 -0.378
H 3.56265 1.38293 -3.96992 0.241
H 1.96927 0.67166 -4.36768 0.089
H 2.70337 2.00779 -5.33209 0.410
C -4.78872 2.49941 -2.14253 -1.337
C -4.55332 2.15580 -0.68211 0.698
O -3.97393 3.22046 -0.04639 -0.337
P -3.87266 3.37220 1.58345 0.135
O -5.08930 3.92557 2.21643 -0.836
O -3.40753 1.90810 2.13473 0.410
C -4.30436 1.09918 2.91704 -0.104
C -4.24861 1.58839 4.36864 -1.285
O -2.54488 4.24312 1.64848 0.181
C -2.18727 4.72275 2.95019 -0.123
C -0.78152 5.17261 2.91333 -0.926
H -3.85640 2.77282 -2.63662 0.250
H -5.13597 1.63129 -2.70277 0.289
H -5.54914 3.26339 -2.30439 0.381
H -5.38563 1.69425 -0.15076 0.495
H -3.85715 1.32106 -0.60052 -0.477
H -5.31426 1.02178 2.51428 0.287
H -3.83959 0.12638 2.75661 0.205
H -3.21181 1.87786 4.53998 0.203
H -4.92320 2.42875 4.53238 0.325
H -4.38341 0.73886 5.03815 0.435
H -2.89631 5.50796 3.21251 0.315
H -2.34778 3.93486 3.68610 0.141
H -0.67762 5.99604 2.20675 0.298
H -0.58146 5.46892 3.94303 0.486
H -0.19114 4.32608 2.56270 -0.096

---

# 2
92
Properties=species:S:1:pos:R:3:mulliken_charge:R:1 method="wB97M-V/def2-TZVPD" total_charge=-1 gap_ev=3.6516 homo_ev=-1.5
C 2.04243 4.53872 -2.65182 -0.564
C 0.56647 5.07477 -3.14897 0.380
F -0.06796 5.73053 -1.98185 -0.368
C -0.30040 3.84046 -3.80433 -0.186
N -1.73171 4.19268 -4.16126 -0.862
C -2.63795 4.13255 -2.92308 0.157
N -3.09631 5.58745 -2.70222 -0.879
H 2.85334 5.27510 -3.11499 0.260
H 2.31703 3.45863 -3.00760 0.026
H 2.15399 4.62540 -1.48318 0.119
H 0.76955 5.87799 -3.99649 0.130
H 0.23912 3.57701 -4.83624 -0.029
H -0.23386 2.84087 -3.15537 0.157
H -3.60321 3.48934 -3.16629 0.129
H -2.10641 3.67538 -1.97990 -0.141
H -2.63972 5.98790 -1.84526 0.286
H -2.78898 6.14483 -3.55502 0.423
C -0.18373 2.64597 1.22366 -1.017
C 0.98043 1.74523 0.85217 0.098
O 2.20514 2.45120 0.65369 -0.425
C 2.70137 3.18343 1.77108 -0.371
C 2.98672 2.31823 2.98574 -0.875
H -0.33678 3.41180 0.45551 0.254
H -1.10327 2.05915 1.32225 0.340
H -0.01410 3.16282 2.17046 0.290
H 0.75190 1.24578 -0.09536 0.338
H 1.11927 0.94981 1.59284 -0.075
H 2.01876 4.00216 2.01955 0.332
H 3.63732 3.65274 1.44647 0.359
H 2.08295 1.83291 3.36250 -0.043
H 3.40442 2.92345 3.79686 0.457
H 3.70150 1.52683 2.73333 0.279
C 2.08125 -3.64198 3.78033 -0.950
C 2.47004 -2.25305 3.30668 -0.450
O 1.35233 -1.39108 3.09356 -0.343
C 0.52842 -1.13170 4.22709 -0.037
C 1.26804 -0.47124 5.37694 -0.955
H 1.40050 -4.11508 3.06427 0.186
H 2.97130 -4.27134 3.88683 0.459
H 1.57259 -3.61645 4.74621 0.237
H 2.98447 -2.33966 2.34369 0.332
H 3.18254 -1.78390 3.99428 0.322
H 0.03205 -2.05160 4.55178 0.075
H -0.26682 -0.45785 3.88779 0.372
H 2.06802 -1.10607 5.76591 0.269
H 0.58023 -0.25690 6.20135 0.414
H 1.72695 0.46814 5.04841 0.124
C -1.23906 -8.03618 4.43428 -1.086
C -1.29482 -6.64542 5.04034 -0.347
O -1.04174 -5.60362 4.09785 -0.359
C -1.94017 -5.51639 2.99503 -0.390
C -3.38270 -5.27786 3.40443 -0.776
H -0.26475 -8.21170 3.96535 0.292
H -1.39828 -8.79547 5.20744 0.390
H -2.00142 -8.17733 3.66538 0.267
H -0.51956 -6.56432 5.80967 0.334
H -2.25024 -6.47127 5.54767 0.318
H -1.84971 -6.40529 2.36282 0.283
H -1.60399 -4.67053 2.38420 0.300
H -3.77688 -6.09940 4.00774 0.358
H -4.01970 -5.17687 2.51972 0.105
H -3.46509 -4.36388 4.00342 0.280
C 3.30647 2.72680 -8.34914 -1.114
C 3.33451 3.59518 -7.10426 -0.320
O 3.23799 2.85152 -5.88962 -0.348
C 4.26991 1.89887 -5.64754 -0.362
C 5.65729 2.51158 -5.57581 -1.047
H 2.39299 2.12276 -8.37523 0.301
H 3.34099 3.34986 -9.24928 0.393
H 4.15367 2.03891 -8.38626 0.260
H 2.47236 4.27026 -7.12532 0.334
H 4.22441 4.23416 -7.08569 0.320
H 4.22828 1.09904 -6.39355 0.298
H 4.04261 1.43027 -4.68298 0.341
H 5.94387 2.98435 -6.51848 0.261
H 6.40317 1.74369 -5.34629 0.391
H 5.69595 3.28304 -4.79843 0.277
C -4.21696 -0.32107 -0.11476 -1.050
C -3.57003 -1.68329 0.05977 -0.367
O -4.09509 -2.42561 1.16020 -0.329
C -5.48697 -2.72791 1.11265 -0.405
C -5.88727 -3.55738 -0.09447 -1.080
H -4.10921 0.27477 0.79812 0.258
H -3.74869 0.21977 -0.94413 0.407
H -5.28485 -0.40059 -0.32834 0.313
H -2.50223 -1.54394 0.25941 0.291
H -3.63575 -2.27497 -0.86010 0.305
H -6.07582 -1.80727 1.17346 0.352
H -5.71428 -3.29752 2.02121 0.354
H -5.69430 -3.03178 -1.03296 0.283
H -6.95528 -3.79548 -0.05783 0.407
H -5.31881 -4.49390 -0.12167 0.271

---

It is found that the max |F| values, taken in the order of the records, are 12.502 3.074 eV/Å.